{
  "formula": "C15H17ClN4O2",
  "method": "ωB97M-V with the def2-TZVPD basis set",
  "elements": ["C", "C", "O", "N", "C", "C", "N", "C", "C", "N", "C", "C", "C", "Cl", "C", "C", "C", "C", "O", "N", "C", "C", "H", "H", "H", "H", "H", "H", "H", "H", "H", "H", "H", "H", "H", "H", "H", "H", "H"],
  "positions_angstrom": [[-2.169, -2.670, -0.875], [-2.941, -1.670, -0.057], [-3.712, -1.994, 0.824], [-2.702, -0.352, -0.326], [-1.872, 0.140, -1.408], [-1.655, 1.661, -1.246], [-1.493, 2.111, 0.114], [-0.166, 2.357, 0.603], [0.826, 1.214, 0.552], [2.055, 1.496, 0.314], [2.967, 0.474, 0.277], [4.315, 0.783, 0.069], [5.242, -0.235, 0.017], [6.905, 0.144, -0.232], [4.868, -1.573, 0.161], [3.544, -1.885, 0.361], [2.584, -0.873, 0.426], [1.177, -1.186, 0.638], [0.684, -2.293, 0.703], [0.374, -0.055, 0.751], [-2.493, 1.635, 1.060], [-3.455, 0.659, 0.387], [-2.607, -3.651, -0.711], [-1.135, -2.701, -0.530], [-2.190, -2.433, -1.935], [-2.351, -0.043, -2.381], [-0.914, -0.387, -1.409], [-0.776, 1.961, -1.818], [-2.520, 2.185, -1.672], [-0.244, 2.696, 1.640], [0.285, 3.176, 0.032], [4.601, 1.816, -0.043], [5.618, -2.346, 0.115], [3.220, -2.908, 0.478], [-0.612, -0.225, 0.926], [-2.020, 1.140, 1.917], [-3.059, 2.494, 1.449], [-4.120, 1.189, -0.303], [-4.062, 0.145, 1.134]],
  "e_above_lowest_kj_mol": 0.0,
  "smiles": "CC(=O)N1CCN(Cc2nc3cc(Cl)ccc3c(=O)[nH]2)CC1",
  "total_charge": 0,
  "e_lumo_ev": 0.219,
  "gap_ev": 9.1
}

***

{
  "formula": "C15H17CrN4S6",
  "method": "ωB97M-V with the def2-TZVPD basis set",
  "elements": ["Cr", "N", "C", "S", "N", "N", "C", "C", "C", "C", "C", "C", "C", "C", "C", "C", "C", "C", "N", "H", "H", "H", "H", "H", "H", "H", "H", "H", "H", "H", "S", "S", "S", "S", "C", "S", "C", "H", "H", "H", "H", "H", "H"],
  "positions_angstrom": [[0.115, -0.350, -0.713], [0.764, 3.991, -1.264], [0.701, 2.647, -0.935], [0.063, 1.572, -2.151], [1.120, 2.345, 0.258], [0.970, 1.015, 0.546], [1.452, 0.543, 1.682], [2.278, 1.347, 2.608], [1.942, 1.465, 3.953], [2.735, 2.203, 4.820], [3.879, 2.829, 4.351], [4.223, 2.715, 3.009], [3.428, 1.984, 2.143], [1.158, -0.840, 1.941], [1.666, -1.568, 3.035], [1.310, -2.882, 3.198], [0.460, -3.493, 2.259], [0.038, -2.756, 1.179], [0.357, -1.467, 1.012], [0.800, 4.187, -2.250], [1.397, 4.525, -0.688], [1.041, 0.988, 4.317], [2.457, 2.288, 5.863], [4.499, 3.408, 5.024], [5.119, 3.195, 2.636], [3.694, 1.889, 1.099], [2.343, -1.087, 3.725], [1.703, -3.447, 4.034], [0.172, -4.531, 2.337], [-0.560, -3.200, 0.388], [2.176, -1.085, -1.575], [2.027, -3.113, -1.355], [0.295, -3.627, -1.977], [-0.835, -1.906, -2.195], [-3.313, 0.591, -1.220], [-2.312, 0.348, 0.254], [-2.994, -1.232, 0.781], [-4.355, 0.738, -0.937], [-3.213, -0.273, -1.878], [-2.932, 1.475, -1.726], [-2.757, -1.989, 0.034], [-4.072, -1.144, 0.913], [-2.535, -1.496, 1.731]],
  "e_above_lowest_kj_mol": 0.0,
  "total_charge": -1,
  "e_lumo_ev": [2.651, 2.628],
  "gap_ev": [5.0, 6.0],
  "multiplicity": 5
}

***

{
  "formula": "C15H17F3N2O11",
  "method": "ωB97M-V with the def2-TZVPD basis set",
  "elements": ["N", "C", "C", "C", "C", "O", "C", "O", "C", "N", "H", "H", "H", "H", "H", "H", "H", "H", "O", "C", "O", "C", "C", "F", "O", "H", "H", "H", "O", "C", "O", "C", "C", "F", "O", "H", "H", "H", "O", "C", "O", "C", "C", "F", "O", "H", "H", "H"],
  "positions_angstrom": [[0.717, 0.176, 2.511], [0.620, 1.280, 2.366], [0.661, 2.800, 2.215], [1.260, 3.343, 3.552], [1.140, 4.881, 3.755], [-0.037, 5.164, 4.538], [-0.811, 3.285, 1.904], [-0.824, 3.827, 0.578], [-1.783, 2.107, 1.840], [-2.565, 1.324, 2.020], [1.289, 3.075, 1.348], [2.348, 3.111, 3.536], [0.845, 2.771, 4.403], [1.150, 5.438, 2.799], [1.985, 5.208, 4.392], [-0.707, 5.570, 3.975], [-1.197, 4.038, 2.611], [-0.786, 4.791, 0.654], [-1.797, -6.084, 1.741], [-1.472, -5.001, 1.385], [-0.244, -4.458, 1.596], [-0.213, -3.211, 0.900], [-1.671, -2.864, 0.801], [-1.936, -2.165, -0.338], [-2.290, -4.133, 0.712], [0.251, -3.353, -0.078], [0.356, -2.467, 1.455], [-2.066, -2.322, 1.662], [-0.259, 3.792, -3.191], [-0.632, 2.692, -2.956], [-1.725, 2.395, -2.206], [-1.908, 0.983, -2.267], [-0.528, 0.501, -2.608], [-0.574, -0.631, -3.354], [-0.010, 1.556, -3.396], [-2.639, 0.740, -3.041], [-2.264, 0.594, -1.313], [0.120, 0.339, -1.744], [3.158, -4.106, -0.963], [2.580, -3.992, -1.990], [1.535, -3.137, -2.190], [1.212, -3.201, -3.580], [1.753, -4.544, -3.980], [2.185, -4.541, -5.264], [2.868, -4.698, -3.122], [1.709, -2.380, -4.101], [0.139, -3.118, -3.738], [1.058, -5.373, -3.830]],
  "smiles": "N#C[C@H](CCO)[C@@H](O)C#N.O=C1OC[C@@H](F)O1.O=C1OC[C@@H](F)O1.O=C1OC[C@@H](F)O1",
  "total_charge": 0,
  "e_lumo_ev": -0.335,
  "gap_ev": 10.9
}

***

E_tot values (in eV) by entry order: -38410.1671 -115228.6000 -49484.0854.
Max |F| values (in eV Å⁻¹) by entry order: 0.8 4.6 5.7.